(1)
{"formula": "C4H11NO2", "method": "ωB97M-V with the def2-TZVPD basis set", "symbols": ["C", "C", "C", "N", "C", "O", "H", "H", "H", "H", "H", "H", "H", "H", "H", "O", "H", "H"], "xyz": [[0.68, -0.89, -0.45], [-0.48, 0.02, -0.89], [-0.06, 1.42, -1.07], [-1.65, -0.12, 0.06], [-2.39, -1.38, -0.24], [-2.34, -2.03, -1.27], [1.24, -0.82, 0.58], [1.49, -0.77, -1.17], [0.43, -1.91, -0.41], [-0.92, -0.16, -1.83], [-0.71, 2.10, -1.69], [0.00, 1.95, -0.07], [0.96, 1.37, -1.55], [-1.37, 0.15, 1.04], [-3.03, -1.58, 0.63], [2.37, 0.94, 2.56], [2.55, 0.59, 3.50], [3.24, 1.11, 2.28]], "nbo_charge": [-0.64, -0.09, -0.60, -0.66, 0.55, -0.58, 0.23, 0.21, 0.22, 0.22, 0.22, 0.20, 0.21, 0.39, 0.11, -0.93, 0.47, 0.46], "total_energy_ev": -9910.478, "homo_lumo_gap_ev": 10.18, "multiplicity": 1, "lumo_energy_ha": 0.0216, "e_homo_ev": -9.6, "max_force_ev_per_a": 3.6, "smiles": "CC(C)NC=O.O"}



(2)
{"formula": "C4H11NO2", "method": "ωB97M-V with the def2-TZVPD basis set", "symbols": ["C", "N", "C", "C", "C", "O", "H", "H", "H", "H", "H", "H", "H", "H", "H", "O", "H", "H"], "xyz": [[-0.04, -0.83, -1.97], [1.14, -0.24, -1.42], [0.92, 0.70, -0.34], [0.23, 2.04, -0.73], [0.15, 0.02, 0.79], [-0.01, 0.56, 1.86], [-0.31, -1.71, -1.39], [-0.93, -0.22, -1.89], [0.13, -1.09, -2.98], [1.77, 0.06, -2.14], [1.88, 0.95, 0.13], [0.95, 2.85, -0.66], [-0.16, 2.05, -1.74], [-0.58, 2.25, -0.05], [-0.21, -0.99, 0.58], [-1.86, -1.94, 1.89], [-1.31, -1.60, 2.62], [-2.64, -1.39, 2.01]], "nbo_charge": [-0.42, -0.63, -0.16, -0.63, 0.44, -0.55, 0.19, 0.17, 0.20, 0.37, 0.22, 0.22, 0.21, 0.22, 0.14, -0.94, 0.48, 0.47], "total_energy_ev": -9910.494, "homo_lumo_gap_ev": 9.65, "multiplicity": 1, "lumo_energy_ha": 0.0320, "e_homo_ev": -8.8, "max_force_ev_per_a": 1.6, "smiles": "CN[C@@H](C)C=O.O"}



(3)
{"formula": "C4H11NO2", "method": "ωB97M-V with the def2-TZVPD basis set", "symbols": ["C", "C", "C", "H", "H", "H", "H", "H", "H", "H", "H", "C", "O", "O", "N", "H", "H", "H"], "xyz": [[0.69, -0.04, 0.28], [1.40, 1.28, 0.03], [1.48, -1.26, -0.15], [0.44, -0.12, 1.35], [-0.24, 0.03, -0.68], [1.70, -1.24, -1.22], [2.35, 1.33, 0.58], [0.78, 2.12, 0.36], [1.62, 1.42, -1.03], [2.44, -1.32, 0.38], [0.93, -2.18, 0.07], [-1.73, 0.00, 0.01], [-2.02, 1.05, 0.79], [-2.02, -1.18, 0.57], [-1.66, 0.10, -1.32], [-2.10, 0.73, 1.71], [-2.17, -1.80, -0.16], [-1.89, 1.06, -1.58]], "nbo_charge": [-0.53, -0.61, -0.61, 0.19, 0.32, 0.20, 0.19, 0.20, 0.20, 0.19, 0.20, 0.89, -0.66, -0.68, -0.89, 0.50, 0.52, 0.37], "total_energy_ev": -9908.980, "homo_lumo_gap_ev": 8.57, "multiplicity": 1, "lumo_energy_ha": 0.0182, "e_homo_ev": -8.1, "max_force_ev_per_a": 5.1}



(4)
{"formula": "C4H11NO2", "method": "ωB97M-V with the def2-TZVPD basis set", "symbols": ["O", "C", "C", "N", "C", "C", "H", "H", "H", "H", "H", "H", "H", "H", "H", "O", "H", "H"], "xyz": [[0.80, -0.60, -1.99], [0.21, -0.59, -0.65], [0.46, 0.75, 0.03], [-0.22, 0.97, 1.34], [0.43, 0.23, 2.32], [0.58, 1.67, 2.27], [1.70, -0.30, -1.91], [-0.90, -0.77, -0.80], [0.64, -1.32, -0.03], [0.25, 1.58, -0.70], [1.55, 0.78, 0.24], [1.31, -0.43, 2.10], [-0.30, -0.08, 3.07], [0.06, 2.31, 2.92], [1.58, 2.03, 1.96], [-2.40, -2.17, -3.62], [-3.21, -2.65, -3.56], [-2.55, -1.42, -2.99]], "nbo_charge": [-0.71, -0.07, -0.24, -0.39, -0.27, -0.26, 0.46, 0.18, 0.16, 0.21, 0.15, 0.19, 0.20, 0.20, 0.18, -0.93, 0.46, 0.47], "total_energy_ev": -9909.197, "homo_lumo_gap_ev": 10.46, "multiplicity": 1, "lumo_energy_ha": 0.0324, "e_homo_ev": -9.6, "max_force_ev_per_a": 4.1, "smiles": "OCCN1CC1.O"}



(5)
{"formula": "C4H11NO2", "method": "ωB97M-V with the def2-TZVPD basis set", "symbols": ["C", "C", "C", "N", "C", "O", "H", "H", "H", "H", "H", "H", "H", "H", "H", "O", "H", "H"], "xyz": [[1.37, -0.15, 1.54], [-0.18, -0.07, 1.57], [-0.83, -1.26, 2.32], [-0.79, -0.07, 0.20], [-0.22, -0.22, -1.05], [0.92, -0.12, -1.39], [1.68, -1.09, 1.97], [1.80, 0.62, 2.18], [1.72, 0.09, 0.56], [-0.48, 0.88, 2.01], [-0.08, -1.98, 2.62], [-1.30, -0.96, 3.25], [-1.54, -1.75, 1.68], [-1.65, 0.45, 0.21], [-1.02, -0.60, -1.73], [0.45, 1.79, -5.42], [-0.37, 1.70, -4.93], [0.52, 2.73, -5.61]], "nbo_charge": [-0.64, -0.04, -0.62, -0.65, 0.54, -0.58, 0.21, 0.21, 0.26, 0.19, 0.21, 0.21, 0.22, 0.39, 0.10, -0.93, 0.47, 0.47], "total_energy_ev": -9910.801, "homo_lumo_gap_ev": 10.41, "multiplicity": 1, "lumo_energy_ha": 0.0269, "e_homo_ev": -9.7, "max_force_ev_per_a": 1.5, "smiles": "CC(C)NC=O.O"}



(6)
{"formula": "C4H11NO2", "method": "ωB97M-V with the def2-TZVPD basis set", "symbols": ["C", "C", "N", "H", "H", "H", "C", "O", "H", "H", "H", "H", "C", "O", "H", "H", "H", "H"], "xyz": [[-1.18, 2.31, -0.26], [-0.06, 1.54, 0.26], [0.91, 1.36, 0.89], [-0.97, 2.62, -1.29], [-2.06, 1.68, -0.27], [-1.35, 3.18, 0.38], [1.16, -1.87, 1.89], [1.35, -1.15, 0.68], [0.31, -1.48, 2.46], [2.05, -1.82, 2.51], [0.96, -2.92, 1.64], [1.39, -0.06, 0.88], [-0.53, -0.49, -1.99], [-0.66, -0.44, -0.59], [-0.47, -1.53, -2.34], [0.36, 0.04, -2.34], [-1.41, -0.03, -2.45], [0.21, -0.95, -0.06]], "nbo_charge": [-0.73, 0.48, -0.49, 0.25, 0.27, 0.25, -0.25, -0.77, 0.17, 0.18, 0.19, 0.50, -0.25, -0.80, 0.17, 0.15, 0.16, 0.51], "total_energy_ev": -9909.510, "homo_lumo_gap_ev": 10.20, "multiplicity": 1, "lumo_energy_ha": 0.0316, "e_homo_ev": -9.3, "max_force_ev_per_a": 2.8, "smiles": "CC#N.CO.CO"}



(7)
{"formula": "C4H11NO2", "method": "ωB97M-V with the def2-TZVPD basis set", "symbols": ["C", "C", "C", "O", "N", "C", "H", "H", "H", "H", "H", "H", "H", "H", "H", "O", "H", "H"], "xyz": [[0.14, 1.29, -2.69], [-0.35, 0.42, -1.34], [0.84, -0.07, -0.62], [2.01, 0.20, -0.93], [0.45, -0.26, 0.72], [1.11, -1.25, 1.48], [-0.66, 1.85, -3.04], [0.84, 2.02, -2.40], [0.54, 0.64, -3.42], [-1.08, -0.29, -1.59], [-0.75, 1.09, -0.48], [-0.49, -0.06, 1.07], [2.09, -1.21, 1.13], [0.72, -2.30, 1.18], [1.07, -1.09, 2.62], [-2.05, -0.14, 2.52], [-1.45, -0.63, 3.08], [-2.98, -0.22, 2.72]], "nbo_charge": [-0.59, -0.49, 0.67, -0.58, -0.67, -0.41, 0.20, 0.22, 0.21, 0.22, 0.23, 0.41, 0.22, 0.17, 0.19, -0.97, 0.49, 0.49], "total_energy_ev": -9910.323, "homo_lumo_gap_ev": 9.55, "multiplicity": 1, "lumo_energy_ha": 0.0169, "e_homo_ev": -9.1, "max_force_ev_per_a": 4.1, "smiles": "CCC(=O)NC.O"}



(8)
{"formula": "C4H11NO2", "method": "ωB97M-V with the def2-TZVPD basis set", "symbols": ["C", "N", "C", "C", "O", "H", "H", "H", "H", "H", "H", "H", "C", "O", "H", "H", "H", "H"], "xyz": [[0.19, -0.90, 2.28], [-0.25, -0.28, 0.93], [-1.50, -0.13, 0.51], [-1.74, 0.00, -0.99], [-2.56, -0.21, 1.20], [0.16, -0.14, 3.25], [-0.25, -1.96, 2.44], [1.33, -1.33, 1.77], [0.48, -0.49, 0.19], [-0.80, -0.08, -1.54], [-1.86, 1.22, -1.19], [-2.50, -0.70, -1.32], [1.41, 1.19, -1.11], [1.48, -0.25, -1.41], [0.87, 1.32, -0.12], [2.49, 1.60, -0.79], [1.00, 1.83, -1.97], [2.06, -0.69, -2.12]], "nbo_charge": [-0.44, -0.67, 0.65, -0.70, -0.65, 0.24, 0.22, 0.19, 0.44, 0.22, 0.22, 0.25, -0.29, -0.81, 0.23, 0.18, 0.19, 0.51], "total_energy_ev": -9908.453, "homo_lumo_gap_ev": 9.44, "multiplicity": 1, "lumo_energy_ha": 0.0123, "e_homo_ev": -9.1, "max_force_ev_per_a": 4.5, "smiles": "CNC(C)=O.CO"}



(9)
{"formula": "C4H11NO2", "method": "ωB97M-V with the def2-TZVPD basis set", "symbols": ["C", "C", "O", "C", "N", "C", "O", "H", "H", "H", "H", "H", "H", "H", "H", "H", "H", "H"], "xyz": [[2.26, -0.53, -0.71], [1.08, 0.37, -0.40], [1.33, 1.15, 0.75], [-0.26, -0.36, -0.29], [-0.27, -1.14, 0.94], [-1.40, 0.66, -0.17], [-2.64, -0.03, -0.27], [3.13, 0.11, -0.80], [2.10, -1.09, -1.64], [2.46, -1.25, 0.08], [0.99, 1.12, -1.20], [1.06, 0.64, 1.55], [-0.44, -0.99, -1.17], [0.42, -1.86, 0.91], [-1.17, -1.61, 1.04], [-1.27, 1.06, 0.84], [-1.36, 1.51, -0.86], [-3.28, 0.35, 0.35]], "nbo_charge": [-0.63, 0.10, -0.73, -0.09, -0.86, -0.07, -0.74, 0.22, 0.21, 0.20, 0.18, 0.48, 0.18, 0.36, 0.38, 0.18, 0.17, 0.48], "total_energy_ev": -9911.242, "homo_lumo_gap_ev": 10.62, "multiplicity": 1, "lumo_energy_ha": 0.0321, "e_homo_ev": -9.8, "max_force_ev_per_a": 1.0, "smiles": "C[C@H](O)[C@@H](N)CO"}



(10)
{"formula": "C4H11NO2", "method": "ωB97M-V with the def2-TZVPD basis set", "symbols": ["C", "C", "N", "C", "C", "O", "H", "H", "H", "H", "H", "H", "H", "H", "H", "O", "H", "H"], "xyz": [[2.05, -0.43, 0.28], [0.85, -0.16, -0.63], [0.05, -1.31, -1.01], [0.00, 0.99, -0.10], [-0.79, 1.81, -1.08], [-1.14, 2.93, -0.80], [1.83, -0.55, 1.34], [2.89, 0.19, -0.03], [2.51, -1.36, -0.10], [1.30, 0.20, -1.54], [0.47, -2.22, -0.84], [-0.84, -1.30, -0.52], [0.75, 1.65, 0.35], [-0.56, 0.69, 0.79], [-1.03, 1.35, -2.06], [-2.93, -0.56, 1.76], [-2.58, -0.42, 2.65], [-2.82, -1.49, 1.54]], "nbo_charge": [-0.63, -0.04, -0.84, -0.54, 0.44, -0.51, 0.21, 0.22, 0.21, 0.17, 0.36, 0.35, 0.24, 0.24, 0.12, -0.94, 0.47, 0.47], "total_energy_ev": -9910.573, "homo_lumo_gap_ev": 9.95, "multiplicity": 1, "lumo_energy_ha": 0.0202, "e_homo_ev": -9.4, "max_force_ev_per_a": 2.2, "smiles": "C[C@@H](N)CC=O.O"}



(11)
{"formula": "C4H11NO2", "method": "ωB97M-V with the def2-TZVPD basis set", "symbols": ["C", "C", "O", "C", "N", "C", "O", "H", "H", "H", "H", "H", "H", "H", "H", "H", "H", "H"], "xyz": [[0.49, -2.35, -0.37], [0.60, -1.01, 0.40], [-0.15, -1.14, 1.63], [0.01, 0.15, -0.41], [-1.42, 0.31, -0.22], [0.74, 1.52, -0.18], [-0.02, 2.54, -0.79], [0.12, -3.03, 0.40], [1.38, -2.73, -0.85], [-0.35, -2.22, -1.05], [1.62, -0.70, 0.66], [-0.84, -0.47, 1.56], [0.15, 0.02, -1.49], [-1.84, 1.01, -0.80], [-1.89, -0.59, -0.26], [1.10, 1.68, 0.84], [1.64, 1.46, -0.80], [-0.60, 2.94, -0.16]], "nbo_charge": [-0.64, 0.09, -0.74, -0.09, -0.89, -0.07, -0.72, 0.23, 0.22, 0.20, 0.17, 0.48, 0.17, 0.39, 0.37, 0.17, 0.18, 0.47], "total_energy_ev": -9910.693, "homo_lumo_gap_ev": 10.26, "multiplicity": 1, "lumo_energy_ha": 0.0302, "e_homo_ev": -9.4, "max_force_ev_per_a": 2.0, "smiles": "C[C@H](O)[C@@H](N)CO"}



(12)
{"formula": "C4H11NO2", "method": "ωB97M-V with the def2-TZVPD basis set", "symbols": ["C", "C", "N", "C", "C", "O", "H", "H", "H", "H", "H", "H", "H", "H", "H", "O", "H", "H"], "xyz": [[1.37, 1.73, -0.48], [0.62, 0.54, -0.97], [-0.32, -0.02, 0.04], [-0.03, -0.57, 1.25], [-1.17, -0.92, 2.15], [1.10, -0.74, 1.66], [1.98, 2.11, -1.31], [2.03, 1.54, 0.38], [0.64, 2.52, -0.19], [-0.03, 0.89, -1.80], [1.37, -0.15, -1.40], [-1.30, 0.21, -0.13], [-1.26, -0.22, 3.00], [-0.98, -1.93, 2.54], [-2.13, -0.92, 1.60], [-0.81, -1.38, -2.47], [0.04, -0.93, -2.24], [-1.13, -1.75, -1.62]], "nbo_charge": [-0.61, -0.24, -0.63, 0.66, -0.70, -0.62, 0.21, 0.24, 0.20, 0.22, 0.20, 0.40, 0.24, 0.25, 0.20, -0.95, 0.47, 0.47], "total_energy_ev": -9911.583, "homo_lumo_gap_ev": 10.49, "multiplicity": 1, "lumo_energy_ha": 0.0235, "e_homo_ev": -9.9, "max_force_ev_per_a": 1.5, "smiles": "CCNC(C)=O.O"}